No. 1
Computed, not measured: a structure of composition C27H71Ag2N4O12, with wB97M-V/def2-TZVPD.

Orbital gap (spin up / spin down): 7.82 / 3.82 eV
Total charge: +1
ΔE to the lowest compared entry with this formula, charge and spin: 12.8 kcal per mole
2S+1: 3

Last column: Mulliken charge in e.
Geometry (Å):
Ag 0.4209 -3.3454 -1.9698  0.540
Ag -3.1410 -3.0096 -0.0856  0.502
C -4.1033 -0.9749 2.7449  -0.423
O -3.8601 -1.5283 1.5028  -0.166
H -3.2942 -0.2894 3.0073  -0.098
H -5.0524 -0.4221 2.7459  0.346
H -4.2222 -1.7722 3.4851  0.361
C -2.6707 -6.5688 -2.7777  -1.135
C -1.8710 -5.3091 -2.4897  0.626
O -2.3544 -4.3305 -1.8776  -0.428
O -0.6406 -5.2645 -2.7771  -0.548
H -2.0060 -7.4269 -2.8372  0.353
H -3.1329 -6.4086 -3.7536  0.297
H -3.4487 -6.7300 -2.0382  0.322
C -0.5581 0.0748 0.4018  1.479
C -0.3187 -1.0810 -0.5252  0.707
O 0.7631 -1.2085 -1.1605  -0.702
O -1.1488 -2.0219 -0.6541  -0.066
H -1.5506 -0.0568 0.8274  -0.622
H -0.5325 0.9824 -0.2011  -0.250
H 0.2260 0.0876 1.1556  -0.288
C 1.2491 3.7406 1.6854  -1.316
C -0.2128 4.1464 1.6299  1.727
C -1.0249 3.8216 2.8707  -1.261
O -1.0110 2.3985 2.9855  0.292
C -1.8249 1.9650 4.0485  -1.038
N -0.3613 5.5084 1.0423  -0.779
H 1.2898 2.6625 1.8893  -0.014
H 1.7047 4.0974 2.6131  0.433
H 1.7445 3.8802 0.7289  0.385
H -0.6860 3.4910 0.8734  -0.695
H -2.0486 4.2032 2.8285  0.438
H -0.5100 4.2194 3.7538  0.373
H -2.8536 2.3127 3.8503  0.359
H -1.6065 2.4622 5.0009  0.343
H -1.8208 0.8814 4.1173  0.159
H -0.1236 5.3299 0.0594  0.383
H -1.3737 5.6434 1.0180  0.379
C 3.3653 0.8896 -2.2007  -1.269
C 3.9543 -0.5261 -2.1636  0.867
C 5.4174 -0.5122 -2.5624  -1.129
O 5.9662 -1.7882 -2.4131  -0.324
C 7.3928 -1.7326 -2.3175  -0.735
N 3.6870 -1.2445 -0.9212  -0.622
H 3.5597 1.3505 -3.1725  0.519
H 3.8432 1.5124 -1.4352  0.234
H 2.3058 0.9526 -1.9519  0.109
H 3.4234 -1.0960 -2.9377  0.244
H 6.0046 0.2502 -2.0204  0.409
H 5.5393 -0.0961 -3.5777  0.420
H 7.5902 -1.1982 -1.3862  0.314
H 7.8252 -1.2830 -3.2122  0.299
H 7.7772 -2.7451 -2.2195  0.236
H 2.6870 -1.1173 -0.7969  0.335
H 4.0129 -0.7021 -0.1195  0.216
C 0.9900 -1.0205 4.3090  -1.187
C 0.6448 -2.1084 3.3019  1.556
C 1.4055 -3.4156 3.5777  -1.152
O 1.1554 -3.7699 4.9129  -0.320
C 1.7906 -4.9464 5.3357  -0.774
N -0.7947 -2.3698 3.2332  -0.396
H 0.4889 -0.0780 4.0816  0.175
H 2.0653 -0.8295 4.2044  0.232
H 0.8250 -1.2512 5.3601  0.323
H 0.9362 -1.7519 2.3094  -0.504
H 2.4783 -3.2430 3.4380  0.435
H 1.0050 -4.1739 2.8967  0.470
H 1.5481 -5.0963 6.3859  0.248
H 2.8680 -4.8603 5.1531  0.317
H 1.4939 -5.8926 4.8612  0.302
H -1.3105 -1.5008 3.1992  -0.117
H -1.1426 -2.9005 4.0233  0.319
C -3.3240 2.5937 -0.1103  -0.974
C -4.2020 1.7852 -1.0816  0.447
C -3.3168 0.8270 -1.9139  0.699
O -4.0568 0.1196 -2.8879  -0.353
C -4.5123 0.9181 -3.9428  -0.866
N -5.1759 1.0842 -0.2833  -0.720
H -3.8856 2.8965 0.7739  0.466
H -2.9146 3.4974 -0.5660  0.271
H -2.4819 2.0361 0.3095  -0.271
H -4.6423 2.4393 -1.8326  0.429
H -2.8925 0.1166 -1.1964  -0.825
H -2.4392 1.3316 -2.3421  0.153
H -3.6623 1.4599 -4.3919  0.326
H -5.1579 1.7725 -3.6941  0.329
H -5.0525 0.3469 -4.6922  0.353
H -4.7662 0.4608 0.3979  0.083
H -5.8577 0.5686 -0.8260  0.321
C -2.4933 -2.4415 -5.0977  -1.134
C -1.6694 -1.6243 -4.1095  0.268
O -0.4029 -2.2982 -3.8870  -0.317
H -2.1015 -2.6054 -6.1037  0.446
H -3.4716 -1.9702 -5.2395  0.241
H -2.7347 -3.4342 -4.7118  0.165
H -2.2131 -1.6217 -3.1710  -0.182
H -1.4644 -0.6315 -4.5092  0.354
H 0.0039 -2.3050 -4.7620  0.214
C 4.4004 1.1683 3.5600  -1.277
C 3.9077 0.5261 2.2770  0.380
O 4.8590 0.7977 1.2287  -0.540
H 3.8823 0.9021 4.4820  0.373
H 4.3014 2.2583 3.4931  0.297
H 5.4697 0.9997 3.6830  0.336
H 2.9462 0.8962 1.9090  -0.040
H 3.7533 -0.5436 2.4318  0.266
H 4.8446 1.7619 1.1926  0.319
C 0.1283 3.5155 -2.5659  -0.501
C -0.6102 4.8250 -2.8089  -0.495
O -0.1570 5.7388 -1.8101  -0.563
H 0.1265 3.1544 -1.5351  -0.199
H 1.1795 3.6610 -2.8195  0.453
H -0.2741 2.7144 -3.1908  0.299
H -1.7001 4.7141 -2.7672  0.312
H -0.3543 5.1667 -3.8174  0.340
H -0.6489 6.5564 -1.9648  0.290

=====

No. 2
Computed, not measured: a cluster of 4 separate species, C33H44N2O12Si in total, with wB97M-V/def2-TZVPD.

Orbital gap: 7.35 eV
Structure (SMILES): CC(C)=NC1=C([Si](C)(C)C)C(=O)C=C(CCC(=O)Nc2ccccc2)C1=O.C[C@@H]1COC(=O)O1.C[C@@H]1COC(=O)O1.C[C@@H]1COC(=O)O1

Last column: Mulliken charge in e.
Geometry (Å):
C 3.8704 1.7746 -1.0158  -1.146
C 2.4920 1.4855 -1.5520  0.398
C 1.6010 0.6596 -0.6467  0.244
N 2.1060 1.8964 -2.7128  -0.264
C 1.2437 2.9722 -2.7901  0.296
C 0.4201 3.1951 -3.8440  0.884
Si 0.2552 2.0796 -5.3542  0.117
C -1.6087 2.0344 -5.7779  -0.989
C 1.0912 2.8421 -6.8808  -1.171
C 0.7638 0.2859 -5.0626  -1.059
C -0.4560 4.4165 -3.8037  -0.399
O -0.6728 5.1236 -4.7681  -0.614
C -1.0629 4.7049 -2.4379  -0.065
C -0.2621 4.4943 -1.3998  0.368
C -0.7460 4.6923 0.0240  -1.292
C -1.4063 3.3760 0.4770  0.490
C -2.9120 3.3256 0.1978  0.110
O -3.5420 4.3525 0.1113  -0.551
N -3.4624 2.0000 0.1015  -0.224
C -3.9017 1.6510 -1.2280  0.335
C -4.0215 0.3055 -1.5067  -0.312
C -4.4634 -0.1525 -2.7180  -0.518
C -4.8156 0.7451 -3.7110  -0.589
C -4.6719 2.0823 -3.4434  -0.716
C -4.2339 2.5452 -2.2281  -0.108
C 1.1486 4.0078 -1.6693  0.075
O 2.1011 4.4180 -1.0418  -0.635
H 3.6948 2.3938 -0.1255  0.208
H 4.3741 0.8666 -0.6589  0.395
H 4.4659 2.3077 -1.7555  0.378
H 0.6293 1.1356 -0.4821  -0.171
H 2.0782 0.5949 0.3386  -0.256
H 1.5161 -0.3680 -1.0113  0.317
H -2.0541 1.1074 -5.3920  0.259
H -1.7732 2.1242 -6.8556  0.374
H -2.1579 2.8451 -5.2830  0.216
H 2.1087 2.4767 -7.0461  0.316
H 0.4655 2.5447 -7.7334  0.345
H 1.0445 3.9338 -6.8260  0.349
H 1.8239 0.1189 -5.2716  0.326
H 0.4948 -0.0114 -4.0437  0.244
H 0.1698 -0.3335 -5.7479  0.383
H -2.0841 5.0549 -2.3122  0.620
H 0.1293 4.8578 0.6671  0.363
H -1.3841 5.5673 0.1459  0.496
H -0.9653 2.5190 -0.0426  -0.582
H -1.2654 3.2037 1.5538  0.385
H -4.2551 1.9213 0.7338  0.367
H -3.7636 -0.4410 -0.7592  0.415
H -4.5408 -1.2213 -2.8941  0.386
H -5.1862 0.3701 -4.6582  0.416
H -4.9590 2.7687 -4.2359  0.348
H -4.1539 3.6138 -2.0686  0.422
C 2.0614 1.0131 5.9783  -1.508
C 2.9588 1.2517 4.7897  0.553
C 2.3426 2.0820 3.6935  -0.572
O 3.0610 1.6261 2.5383  -0.168
C 3.4472 0.3506 2.7890  0.541
O 3.9036 -0.3852 1.9734  -0.503
O 3.2401 0.0263 4.0885  -0.335
H 2.5062 0.2788 6.6497  0.371
H 1.8963 1.9382 6.5301  0.388
H 1.0954 0.6131 5.6655  0.353
H 3.9130 1.6726 5.1191  0.253
H 2.4829 3.1506 3.8401  0.336
H 1.2799 1.8767 3.5414  0.271
C 4.2897 -3.3410 2.4085  -1.246
C 3.2269 -4.2968 2.8888  0.553
C 3.7430 -5.6290 3.3670  -0.510
O 2.6145 -6.4841 3.1403  -0.328
C 1.9086 -5.9472 2.1129  0.632
O 1.0156 -6.4949 1.5521  -0.543
O 2.3598 -4.7023 1.8140  -0.321
H 3.8361 -2.4749 1.9321  0.176
H 4.9092 -2.9987 3.2375  0.346
H 4.9324 -3.8132 1.6622  0.388
H 2.6080 -3.8137 3.6516  0.249
H 4.0202 -5.6249 4.4189  0.319
H 4.5822 -6.0019 2.7752  0.325
C -2.0604 -6.5686 2.1678  -1.374
C -3.1488 -5.9224 2.9876  0.533
C -2.7344 -4.6536 3.6853  -0.396
O -3.6270 -4.6231 4.8051  -0.333
C -3.9549 -5.9137 5.0889  0.606
O -4.5322 -6.2606 6.0651  -0.522
O -3.5283 -6.7459 4.1035  -0.362
H -2.3746 -7.5554 1.8271  0.393
H -1.8143 -5.9601 1.2982  0.370
H -1.1567 -6.7127 2.7579  0.262
H -4.0403 -5.7653 2.3724  0.250
H -2.8601 -3.7676 3.0662  0.318
H -1.7088 -4.6873 4.0621  0.253

=====

No. 3
Computed, not measured: a structure of composition C26H45IN8O3PRuS, with wB97M-V/def2-TZVPD.

Orbital gap (spin up / spin down): 5.55 / 5.66 eV
ΔE to the lowest compared entry with this formula, charge and spin: 61.4 kcal per mole
2S+1: 2

Last column: Mulliken charge in e.
Geometry (Å):
Ru -0.5242 -0.1769 0.1773  1.153
C -1.7293 0.1132 5.3414  -0.729
C -0.6119 1.1074 5.0414  -0.570
N 0.5001 0.4642 4.3777  -0.264
C 0.5971 0.3284 3.0433  0.422
S -0.2618 1.4667 2.0277  -0.546
N 1.4361 -0.5717 2.6066  -1.790
N 1.4122 -0.8645 1.3102  1.574
C 2.1886 -1.7381 0.7910  0.324
C 3.2739 -2.4057 1.5710  -1.638
C 1.9077 -2.0971 -0.6600  1.390
C 3.1615 -2.3254 -1.4544  -1.310
C 3.2455 -1.9292 -2.7388  -0.614
C 2.1867 -1.1924 -3.3263  -1.492
C 1.1487 -0.7803 -2.5113  -1.302
N 1.0246 -1.0975 -1.2412  1.558
H -2.5724 0.6239 5.7974  0.375
H -1.3785 -0.6560 6.0275  0.320
H -2.0699 -0.3679 4.4246  0.062
H -0.2345 1.5582 5.9656  0.308
H -0.9731 1.8978 4.3814  0.276
H 0.9251 -0.3014 4.8860  0.303
H 2.9854 -2.3891 2.6207  0.463
H 4.1993 -1.8434 1.4560  0.268
H 3.4440 -3.4299 1.2517  0.322
H 3.9680 -2.8468 -0.9654  0.473
H 4.1375 -2.1319 -3.3148  0.455
H 2.2197 -0.9115 -4.3650  0.546
H 0.3740 -0.1209 -2.8977  0.886
N -2.5281 -0.9299 -1.0661  -0.276
C -3.6957 -1.5375 -0.4235  -0.692
C -3.2825 -2.6339 0.5582  -0.628
C -2.4571 -2.0077 1.7282  0.453
O -3.0283 -1.6993 2.7627  -0.696
O -1.2151 -1.8978 1.4879  -0.534
H -2.7726 -0.0520 -1.5175  0.126
H -2.1315 -1.5560 -1.7668  0.145
H -4.3862 -1.9569 -1.1751  0.360
H -4.2270 -0.7571 0.1306  0.354
H -2.6710 -3.3896 0.0597  0.267
H -4.1776 -3.0962 0.9721  0.372
I 1.9225 -5.2530 -0.3221  0.029
C 0.9809 -3.3516 -0.6639  -1.451
H 0.5339 -3.4393 -1.6537  0.634
H 0.1980 -3.2206 0.0890  0.202
O -1.0290 1.7149 -1.3340  -0.586
P -0.3366 2.6309 -2.2627  -1.911
N 1.3192 2.5136 -2.1627  1.082
C 1.8721 2.3618 -0.8140  1.021
C 3.3864 2.3351 -1.0117  -0.858
C 3.5774 3.1034 -2.3179  -0.948
C 2.3878 2.6211 -3.1390  -0.266
N -0.8755 4.1993 -1.9506  0.704
C -0.1984 5.3393 -2.5631  -0.289
C -0.2049 6.4512 -1.5090  -0.740
C -0.3799 5.6988 -0.1919  -0.539
C -1.3089 4.5618 -0.6035  -0.250
N -0.7541 2.2533 -3.8418  0.227
C -2.2029 2.0845 -3.9983  -0.791
C -2.6021 3.0404 -5.1130  -0.651
C -1.3865 2.9466 -6.0290  -0.785
C -0.2218 2.9071 -5.0381  -0.362
H 1.4965 1.4398 -0.3420  -0.658
H 1.5737 3.2071 -0.1851  0.162
H 3.7322 1.3079 -1.1360  0.206
H 3.9168 2.7830 -0.1733  0.492
H 4.5263 2.8907 -2.8052  0.440
H 3.5033 4.1790 -2.1460  0.280
H 2.6078 1.6349 -3.5666  0.168
H 2.1397 3.3059 -3.9474  0.346
H -0.7209 5.6511 -3.4742  0.212
H 0.8282 5.0675 -2.8294  0.135
H -1.0557 7.1132 -1.6676  0.323
H 0.7063 7.0435 -1.5491  0.362
H -0.8177 6.3172 0.5873  0.459
H 0.5740 5.3054 0.1623  0.152
H -2.3421 4.9274 -0.6516  0.420
H -1.2693 3.6930 0.0551  -0.060
H -2.7125 2.2885 -3.0565  0.497
H -2.4083 1.0517 -4.3009  0.299
H -2.7115 4.0523 -4.7217  0.226
H -3.5289 2.7445 -5.6002  0.398
H -1.2982 3.7775 -6.7269  0.373
H -1.4290 2.0150 -6.5935  0.339
H 0.1113 3.9251 -4.8190  0.281
H 0.6250 2.3380 -5.4309  0.203

=====

No. 4
Computed, not measured: a cluster of 11 separate species, C6H33NO11 in total, with wB97M-V/def2-TZVPD.

Orbital gap: 8.75 eV
ΔE to the lowest compared entry with this formula, charge and spin: 88.1 kcal per mole
Structure (SMILES): CCN(CC)CC=O.O.O.O.O.O.O.O.O.O.O

Last column: Mulliken charge in e.
Geometry (Å):
C -1.2032 -1.3713 -1.0043  -0.645
C -0.0845 -0.5578 -0.3754  -0.549
N 0.6300 0.4176 -1.3213  0.698
C 1.8360 0.8791 -0.6064  0.071
C 2.0556 2.3480 -0.9709  -1.357
C 0.9679 -0.2370 -2.5786  -0.834
C 0.3297 0.3583 -3.8355  -0.099
O 0.7370 1.3081 -4.4419  -0.460
H -1.1086 -1.5384 -2.0754  0.272
H -1.2873 -2.3410 -0.5218  0.350
H -2.1202 -0.7868 -0.9299  -0.039
H 0.7258 -1.1717 0.0425  0.361
H -0.4234 0.0974 0.4249  0.230
H 2.7885 0.3646 -0.7701  0.335
H 1.5736 0.8246 0.4488  -0.155
H 2.2145 2.5232 -2.0359  0.337
H 1.1209 2.8899 -0.7806  0.158
H 2.8223 2.8177 -0.3523  0.403
H 0.7304 -1.3021 -2.6252  0.459
H 2.0511 -0.2446 -2.7510  0.390
H -0.4874 -0.2849 -4.2464  0.277
O -1.6458 0.6916 2.1891  -0.571
H -2.5526 0.6580 1.8309  0.338
H -1.7360 0.6165 3.1455  0.220
O -1.8355 2.2171 -1.9110  -0.680
H -1.2844 2.7911 -2.4466  0.281
H -1.3068 1.7792 -1.2314  0.221
O -1.5844 3.2653 1.0923  -0.676
H -0.6905 3.3280 0.7723  0.285
H -1.7052 2.4454 1.6029  0.418
O 0.0646 -1.1428 4.1518  -0.641
H 0.4129 -1.9241 3.6890  0.364
H -0.8642 -1.2717 3.9150  0.276
O -4.1133 0.0456 0.4503  -0.628
H -5.0206 0.2596 0.6795  0.273
H -3.9773 0.3464 -0.4740  0.343
O 1.9366 0.8098 2.7168  -0.608
H 1.2417 0.1352 2.7891  0.291
H 1.9427 1.1857 3.6017  0.294
O 4.1769 -0.7870 1.0661  -0.582
H 4.2954 -1.0762 1.9779  0.307
H 3.8803 0.1196 1.2353  0.308
O 0.1625 -3.7073 2.8868  -0.625
H -0.2135 -4.4937 3.2827  0.287
H 0.1696 -3.8726 1.9376  0.319
O -4.0985 1.0360 -2.0868  -0.675
H -3.2642 1.4725 -2.4050  0.416
H -4.6130 0.8141 -2.8633  0.288
O 2.7442 -3.8041 -0.4352  -0.649
H 3.2756 -3.0109 -0.2854  0.316
H 2.3342 -3.9191 0.4324  0.287